{
  "formula": "C5H10IN",
  "method": "ωB97M-V/def2-TZVPD",
  "lumo_energy_ev": 0.556,
  "spin_multiplicity": 1,
  "max_force_ev_per_a": 5.04,
  "homo_ev": -7.491,
  "total_charge": 0,
  "orbital_gap_ev": 8.05,
  "species": ["H", "H", "H", "C", "H", "H", "C", "C", "I", "H", "C", "C", "N", "H", "H", "H", "H"],
  "xyz": [[0.568, -0.073, -1.146], [1.520, -1.934, 0.719], [1.359, 0.632, -2.621], [1.087, 0.792, -1.608], [0.595, -2.687, 2.173], [-0.835, 1.448, -2.205], [-0.014, 1.858, -1.675], [-1.903, 0.338, 1.850], [2.768, 1.106, -0.269], [-2.868, -0.019, 2.059], [0.535, -2.359, 1.119], [-0.415, -1.377, 0.848], [-0.994, -0.520, 1.506], [0.455, -3.428, 0.596], [-0.387, 2.146, -0.739], [-1.601, 1.317, 1.679], [0.131, 2.761, -2.287]],
  "mulliken_charge": [0.034, 0.143, 0.444, -0.397, 0.308, 0.358, -1.088, -0.400, -0.011, 0.278, -0.682, 0.062, -0.180, 0.252, 0.290, 0.239, 0.348]
}

{
  "formula": "C5H10IN2O",
  "method": "ωB97M-V/def2-TZVPD",
  "lumo_energy_ev": [-4.358, -4.359],
  "spin_multiplicity": 1,
  "max_force_ev_per_a": 4.59,
  "homo_ev": [-12.028, -12.028],
  "total_charge": 1,
  "orbital_gap_ev": [7.67, 7.67],
  "species": ["C", "H", "C", "H", "H", "C", "C", "N", "H", "H", "H", "H", "I", "N", "H", "O", "C", "H", "H"],
  "xyz": [[-2.767, 0.622, -0.531], [-2.773, 0.581, -1.531], [3.100, 0.020, 1.205], [3.473, 0.966, 1.290], [3.865, -0.809, 1.583], [1.423, -2.198, -0.646], [2.719, -0.150, -0.270], [2.194, -1.291, -0.731], [-0.742, 0.023, -2.213], [2.385, -0.167, 2.016], [-2.307, 1.633, -0.100], [3.292, 0.417, -1.057], [0.696, 1.318, -0.436], [-1.749, -0.440, -0.211], [-2.030, -1.339, -0.472], [0.838, -3.166, -0.812], [-0.565, -0.273, -1.145], [-1.623, -0.232, 0.780], [-3.641, 0.300, -0.007]],
  "mulliken_charge": [-0.828, 0.391, -1.121, 0.442, 0.342, 0.627, -0.230, -0.180, 0.243, 0.354, 0.270, 0.545, 0.244, -0.185, 0.360, -0.368, -0.670, 0.392, 0.372]
}

{
  "formula": "C5H10INO4",
  "method": "ωB97M-V/def2-TZVPD",
  "lumo_energy_ev": 0.460,
  "spin_multiplicity": 1,
  "max_force_ev_per_a": 3.63,
  "homo_ev": -9.288,
  "smiles": "C[C@H](O)C(I)([C@H](C)O)[N+](=O)[O-]",
  "total_charge": 0,
  "orbital_gap_ev": 9.75,
  "species": ["N", "O", "H", "H", "O", "O", "H", "H", "H", "O", "H", "C", "H", "H", "C", "C", "I", "C", "H", "H", "C"],
  "xyz": [[1.207, 1.740, -0.026], [0.712, 0.313, -2.358], [-0.896, 0.765, -1.160], [-0.088, -2.174, -1.490], [2.368, 1.959, 0.032], [0.279, 2.485, -0.065], [0.984, -0.511, 3.058], [-1.909, 0.240, 0.850], [0.269, 0.121, -3.193], [1.137, -0.011, 2.254], [-1.334, -1.366, -2.449], [-1.153, 0.437, 1.603], [-0.060, -1.395, 1.291], [-1.534, 0.108, 2.569], [0.757, 0.023, -0.053], [-0.130, -0.022, -1.280], [2.592, -0.983, -0.329], [0.145, -0.310, 1.296], [-0.971, 1.507, 1.652], [-1.555, -1.557, -0.711], [-0.820, -1.370, -1.489]],
  "mulliken_charge": [1.080, -0.479, 0.327, 0.317, -0.591, -0.609, 0.362, 0.325, 0.364, -0.518, 0.463, -1.375, 0.448, 0.416, -0.107, 0.045, 0.282, 0.000, 0.330, 0.321, -1.400]
}

{
  "formula": "C5H10N",
  "method": "ωB97M-V/def2-TZVPD",
  "lumo_energy_ev": [1.107, 0.778],
  "spin_multiplicity": 2,
  "max_force_ev_per_a": 2.02,
  "homo_ev": [-6.266, -8.771],
  "total_charge": 0,
  "orbital_gap_ev": [7.37, 9.55],
  "species": ["H", "C", "N", "H", "C", "H", "H", "C", "H", "H", "H", "H", "H", "C", "C", "H"],
  "xyz": [[2.040, 0.306, 0.303], [1.682, 0.517, -0.714], [-0.498, -0.846, 0.947], [-1.259, -1.026, 1.600], [0.169, 0.693, -0.809], [2.138, -0.305, -1.267], [2.237, 1.415, -0.987], [0.086, -1.978, 0.467], [-0.012, -2.904, 1.006], [-0.208, 0.088, -1.639], [-2.688, 0.683, 1.228], [0.004, 1.725, -1.124], [-1.956, 2.067, 0.256], [-1.875, 1.055, 0.628], [-0.728, 0.410, 0.372], [0.869, -1.898, -0.268]],
  "lowdin_spin": [0.001, -0.001, 0.201, 0.001, -0.004, 0.000, 0.000, 0.567, 0.045, 0.000, 0.010, 0.000, 0.011, 0.121, 0.003, 0.045]
}

{
  "formula": "C5H10N",
  "method": "ωB97M-V/def2-TZVPD",
  "lumo_energy_ev": -5.157,
  "spin_multiplicity": 1,
  "max_force_ev_per_a": 5.99,
  "homo_ev": -14.564,
  "smiles": "C=C(C)[N+](=C)C",
  "total_charge": 1,
  "orbital_gap_ev": 9.41,
  "species": ["H", "C", "C", "H", "H", "H", "H", "N", "H", "C", "C", "H", "H", "H", "H", "C"],
  "xyz": [[1.101, -1.358, -1.221], [-0.709, -0.135, 0.058], [-1.362, -1.232, 0.426], [-2.410, 0.685, -0.828], [-2.340, -1.318, 0.516], [-0.863, -1.974, 1.002], [1.495, -1.877, 0.343], [0.816, 0.141, 0.020], [0.590, 1.914, 0.751], [1.580, -1.046, -0.381], [1.328, 1.251, 0.383], [-1.842, 1.496, 0.544], [-0.884, 1.866, -0.860], [2.353, 1.312, 0.053], [2.582, -0.809, -0.445], [-1.437, 1.084, -0.362]],
  "mulliken_charge": [0.431, 0.944, -1.141, 0.367, 0.417, 0.270, 0.325, 0.106, 0.390, -0.888, -0.141, 0.408, 0.414, 0.257, 0.333, -1.492]
}

{
  "formula": "C5H10N",
  "method": "ωB97M-V/def2-TZVPD",
  "lumo_energy_ev": -4.712,
  "spin_multiplicity": 1,
  "max_force_ev_per_a": 3.48,
  "homo_ev": -15.081,
  "smiles": "CC1(C=[NH2+])CC1",
  "total_charge": 1,
  "orbital_gap_ev": 10.37,
  "species": ["H", "H", "N", "H", "H", "C", "H", "C", "C", "C", "H", "C", "H", "H", "H", "H"],
  "xyz": [[-0.663, -0.932, 1.851], [1.690, 1.023, -0.504], [0.841, 1.943, 1.139], [1.656, 2.580, 1.333], [-1.504, -0.613, -1.624], [0.006, -0.196, -0.029], [0.479, -2.235, -1.035], [0.644, -1.139, -1.055], [-1.077, -0.744, 0.870], [0.775, 1.007, 0.206], [1.600, -0.909, -1.365], [-0.452, -0.220, -1.510], [-0.311, 0.631, -2.062], [-2.096, -0.154, 0.870], [0.225, 2.165, 2.043], [-1.519, -1.719, 0.463]],
  "mulliken_charge": [0.406, 0.271, -0.387, 0.304, 0.268, 1.016, 0.243, -0.687, -1.545, 0.036, 0.270, -0.530, 0.315, 0.329, 0.328, 0.361]
}

{
  "formula": "C5H10N",
  "method": "ωB97M-V/def2-TZVPD",
  "lumo_energy_ev": -4.081,
  "spin_multiplicity": 1,
  "max_force_ev_per_a": 3.85,
  "homo_ev": -15.323,
  "smiles": "CC=C=[N+](C)C",
  "total_charge": 1,
  "orbital_gap_ev": 11.24,
  "species": ["H", "C", "H", "H", "H", "C", "C", "H", "H", "C", "H", "H", "C", "H", "H", "N"],
  "xyz": [[1.998, -0.205, 1.751], [1.572, -0.113, 0.730], [2.908, -1.021, -0.502], [-2.655, 1.061, 0.293], [-2.120, -1.105, -1.097], [-1.587, 1.224, 0.023], [0.338, -0.042, 0.406], [-1.114, 1.992, 0.618], [-1.610, 1.599, -1.045], [-1.671, -1.183, -0.074], [3.553, 0.694, -0.153], [2.102, 0.363, -1.387], [2.611, 0.021, -0.419], [-1.099, -2.030, -0.016], [-2.349, -1.181, 0.693], [-0.877, -0.074, 0.180]],
  "mulliken_charge": [0.374, -0.290, 0.298, 0.312, 0.330, -0.790, 0.519, 0.363, 0.316, -0.953, 0.323, 0.318, -0.934, 0.426, 0.406, -0.018]
}

{
  "formula": "C5H10N",
  "method": "ωB97M-V/def2-TZVPD",
  "lumo_energy_ev": -3.708,
  "spin_multiplicity": 1,
  "max_force_ev_per_a": 5.40,
  "homo_ev": -13.555,
  "smiles": "CC#C[C@H](C)[NH3+]",
  "total_charge": 1,
  "orbital_gap_ev": 9.85,
  "species": ["H", "H", "H", "C", "N", "H", "C", "H", "C", "H", "C", "C", "H", "H", "H", "H"],
  "xyz": [[1.394, 0.034, -2.164], [0.385, 1.212, -2.642], [-0.879, 1.376, -0.827], [-0.444, 0.464, -0.786], [0.376, 0.303, -2.186], [0.761, -0.929, 3.325], [-1.582, -0.565, -0.811], [-1.878, -0.787, -1.831], [1.274, -0.090, 2.844], [-0.055, -0.402, -2.836], [0.908, 0.071, 1.507], [0.338, 0.319, 0.442], [2.386, -0.106, 2.906], [-2.443, -0.148, -0.366], [0.860, 0.635, 3.565], [-1.401, -1.386, -0.142]],
  "mulliken_charge": [0.394, 0.364, 0.260, 0.125, -0.446, 0.314, -1.292, 0.403, -1.224, 0.364, 1.238, -0.829, 0.284, 0.367, 0.331, 0.347]
}

{
  "formula": "C5H10N",
  "method": "ωB97M-V/def2-TZVPD",
  "lumo_energy_ev": -6.785,
  "spin_multiplicity": 1,
  "max_force_ev_per_a": 6.06,
  "homo_ev": -14.409,
  "smiles": "CC[N+]1=C(C)C1",
  "total_charge": 1,
  "orbital_gap_ev": 7.62,
  "species": ["C", "H", "H", "H", "C", "C", "H", "H", "H", "H", "H", "H", "C", "N", "H", "C"],
  "xyz": [[2.071, -0.410, 0.228], [-1.684, 2.187, 1.102], [2.996, -0.670, -0.332], [-2.350, -1.446, -1.029], [-1.216, 1.537, 0.124], [-2.080, -1.099, 0.124], [-3.145, -0.956, 0.498], [-1.465, -1.975, 0.570], [1.406, -1.264, 0.001], [-1.343, 2.075, -0.795], [1.842, 1.758, -0.043], [0.916, 0.628, -1.424], [-1.463, 0.130, 0.219], [0.055, 1.017, 0.491], [2.475, -0.106, 1.246], [1.194, 0.839, -0.325]],
  "mulliken_charge": [-0.932, 0.286, 0.354, 0.383, -0.282, -0.857, 0.358, 0.311, 0.242, 0.351, 0.329, 0.320, 0.344, -0.130, 0.295, -0.371]
}

{
  "formula": "C5H10N",
  "method": "ωB97M-V/def2-TZVPD",
  "lumo_energy_ev": -4.778,
  "spin_multiplicity": 1,
  "max_force_ev_per_a": 3.14,
  "homo_ev": -14.250,
  "smiles": "C=CCC(C)=[NH2+]",
  "total_charge": 1,
  "orbital_gap_ev": 9.47,
  "species": ["H", "C", "H", "C", "H", "H", "H", "C", "C", "H", "N", "C", "H", "H", "H", "H"],
  "xyz": [[-1.603, -0.716, -0.033], [0.227, -1.540, -0.709], [-2.023, 1.501, 1.432], [-0.520, -0.696, 0.240], [0.083, -1.433, -1.803], [-0.479, -1.249, 1.188], [-0.609, 2.712, 1.067], [-1.238, 1.878, 0.657], [-0.209, 0.788, 0.283], [1.206, 2.278, -0.044], [0.937, 1.319, 0.024], [1.154, -2.453, -0.541], [1.544, -2.810, -1.426], [1.432, -2.857, 0.343], [1.748, 0.879, -0.408], [-1.650, 2.400, -0.270]],
  "mulliken_charge": [0.307, -0.195, 0.347, -0.487, 0.269, 0.390, 0.372, -1.161, 0.763, 0.239, -0.281, -0.818, 0.273, 0.351, 0.302, 0.330]
}

{
  "formula": "C5H10N",
  "method": "ωB97M-V/def2-TZVPD",
  "lumo_energy_ev": -4.838,
  "spin_multiplicity": 1,
  "max_force_ev_per_a": 8.25,
  "homo_ev": -15.123,
  "total_charge": 1,
  "orbital_gap_ev": 10.28,
  "species": ["C", "H", "C", "H", "H", "H", "H", "C", "H", "H", "H", "N", "C", "H", "H", "C"],
  "xyz": [[-0.131, -1.115, 1.026], [0.470, 2.322, 0.167], [1.733, -0.451, -0.731], [1.749, -1.520, -1.032], [-1.777, -1.042, -0.800], [0.326, -2.126, 1.345], [-1.432, 1.087, -1.512], [-1.328, 0.944, -0.405], [-2.354, 1.108, 0.098], [1.396, -0.077, -1.669], [-0.596, 1.156, 1.670], [-0.659, -0.913, -0.223], [-0.062, 1.293, 0.488], [-0.598, -0.579, 1.880], [2.625, 0.088, -0.480], [0.639, -0.175, 0.177]],
  "mulliken_charge": [-0.402, 0.361, -1.262, 0.347, 0.478, 0.290, 0.346, -0.386, 0.346, 0.352, 0.207, -0.494, -0.510, 0.170, 0.370, 0.786]
}

{
  "formula": "C5H10N",
  "method": "ωB97M-V/def2-TZVPD",
  "lumo_energy_ev": -5.879,
  "spin_multiplicity": 1,
  "max_force_ev_per_a": 5.33,
  "homo_ev": -13.987,
  "total_charge": 1,
  "orbital_gap_ev": 8.11,
  "species": ["H", "C", "H", "H", "H", "H", "C", "H", "H", "C", "H", "H", "H", "C", "C", "N"],
  "xyz": [[2.901, 1.607, 0.197], [1.545, -1.188, -0.733], [1.633, 1.210, 1.446], [-2.138, 0.004, 1.404], [-3.631, 0.109, 0.648], [1.987, -1.182, -1.795], [0.380, -0.413, -0.549], [-1.630, 0.379, -1.574], [-2.195, 1.476, 0.479], [-2.271, -0.214, -0.736], [3.049, 0.164, 1.193], [1.570, -2.111, -0.137], [-2.541, -1.263, -0.913], [2.335, 0.871, 0.734], [-2.524, 0.455, 0.507], [1.531, 0.095, -0.170]],
  "mulliken_charge": [0.273, -0.477, 0.326, 0.321, 0.319, 0.223, -0.087, 0.353, 0.298, -0.175, 0.309, 0.262, 0.319, -0.697, -0.629, 0.063]
}

Please write out number 2 again, unchanged.
{
  "formula": "C5H10IN2O",
  "method": "ωB97M-V/def2-TZVPD",
  "lumo_energy_ev": [-4.358, -4.359],
  "spin_multiplicity": 1,
  "max_force_ev_per_a": 4.59,
  "homo_ev": [-12.028, -12.028],
  "total_charge": 1,
  "orbital_gap_ev": [7.67, 7.67],
  "species": ["C", "H", "C", "H", "H", "C", "C", "N", "H", "H", "H", "H", "I", "N", "H", "O", "C", "H", "H"],
  "xyz": [[-2.767, 0.622, -0.531], [-2.773, 0.581, -1.531], [3.100, 0.020, 1.205], [3.473, 0.966, 1.290], [3.865, -0.809, 1.583], [1.423, -2.198, -0.646], [2.719, -0.150, -0.270], [2.194, -1.291, -0.731], [-0.742, 0.023, -2.213], [2.385, -0.167, 2.016], [-2.307, 1.633, -0.100], [3.292, 0.417, -1.057], [0.696, 1.318, -0.436], [-1.749, -0.440, -0.211], [-2.030, -1.339, -0.472], [0.838, -3.166, -0.812], [-0.565, -0.273, -1.145], [-1.623, -0.232, 0.780], [-3.641, 0.300, -0.007]],
  "mulliken_charge": [-0.828, 0.391, -1.121, 0.442, 0.342, 0.627, -0.230, -0.180, 0.243, 0.354, 0.270, 0.545, 0.244, -0.185, 0.360, -0.368, -0.670, 0.392, 0.372]
}

- Which formula does entry 4 have?
  C5H10N